1.
The following is a DFT calculation (ωB97M-V with the def2-TZVPD basis set) of a single C3H5IN2 molecule.

Output
Orbital gap (alpha / beta): 5.4 / 7.0 eV
ΔE to the lowest compared entry with this formula, charge and spin: 1.096 eV
Spin multiplicity: 3

```
11
C3H5IN2, DFT ωB97M-V with the def2-TZVPD basis set
C -0.472 -0.896 0.109
N -1.089 -0.427 1.132
H -0.572 1.535 0.602
I -2.782 -0.844 1.982
H 1.639 -0.726 0.155
H 0.909 -0.896 -1.324
N 0.132 1.905 0.012
H -0.860 -1.775 -0.368
C 0.759 -0.451 -0.403
C 0.820 1.086 -0.595
H 1.516 1.489 -1.303
```



2.
The following is a DFT calculation (ωB97M-V with the def2-TZVPD basis set) of a single C3H5IO molecule.

Output
Orbital gap: 9.9 eV
SMILES: C[C@H]1O[C@@H]1I
ΔE to the lowest compared entry with this formula, charge and spin: 1.340 eV

```
10
C3H5IO, DFT ωB97M-V with the def2-TZVPD basis set
C -1.124 -0.305 0.554
H -0.350 0.144 -1.494
H 2.130 -0.357 -0.608
H -1.190 0.019 1.775
H 1.594 0.354 0.898
C -0.080 -0.184 -0.450
C 1.305 0.289 -0.159
H 1.478 1.263 -0.637
I -3.142 0.276 0.023
O -0.621 -1.498 0.098
```



3.
The following is a DFT calculation (ωB97M-V with the def2-TZVPD basis set) of a molecular structure, C3H5LiO3Yb.

Output
Orbital gap (alpha / beta): 9.1 / 7.1 eV
Net charge: +3
ΔE to the lowest compared entry with this formula, charge and spin: 0.000 eV
Spin multiplicity: 2

```
13
C3H5LiO3Yb, DFT ωB97M-V with the def2-TZVPD basis set
H 0.452 1.169 1.082
Yb -1.893 -0.850 1.378
C 0.808 0.804 0.108
H -2.118 1.296 -1.576
O -0.078 -1.469 0.531
H 1.284 -0.987 -0.949
Li 0.301 -3.252 0.357
C -1.327 1.475 -0.732
O -0.073 1.294 -0.940
H 1.763 1.294 -0.108
C 1.009 -0.697 0.080
H 1.895 -0.875 0.715
O -2.023 0.799 0.054
```



4.
The following is a DFT calculation (ωB97M-V with the def2-TZVPD basis set) of a molecular structure, C3H5LiO4Sn.

Output
Orbital gap (alpha / beta): 10.5 / 6.9 eV
Net charge: +3
Spin multiplicity: 2

```
14
C3H5LiO4Sn, DFT ωB97M-V with the def2-TZVPD basis set
Li -2.326 0.534 2.610
C 0.997 1.026 -1.138
C -0.813 -1.209 0.934
O -0.553 -2.341 0.487
H 2.043 1.345 -1.399
O -0.157 -0.112 0.581
H 1.898 0.233 0.151
C 0.888 -0.217 -0.334
H 0.801 -1.112 -0.960
O 0.060 2.127 -0.747
H 0.146 2.920 -1.317
H 0.746 0.851 -2.235
Sn -1.953 -2.996 1.614
O -1.777 -1.049 1.752
```